{"formula": "C5H8N2O", "method": "wB97M-V/def2-TZVPD", "orbital_gap_ev": 10.079, "e_lumo_ev": 0.944, "e_homo_ev": -9.1, "spin_multiplicity": 1, "species": ["C", "C", "C", "C", "C", "N", "N", "O", "H", "H", "H", "H", "H", "H", "H", "H"], "xyz": [[0.3491, -1.8208, -1.9769], [0.9585, 0.0599, -0.3905], [0.5785, -0.3756, -1.8526], [0.4433, 0.8662, 1.8973], [-1.5058, 0.4368, 0.4299], [-0.7598, -1.2188, -1.9604], [-0.0505, 0.3677, 0.5433], [2.1445, 0.0253, -0.1030], [0.7961, -2.7580, -1.9660], [0.7382, 0.3402, -2.6397], [0.0357, 1.8774, 2.1871], [0.1580, 0.0482, 2.6354], [1.5104, 0.8210, 1.9596], [-1.8953, -0.6543, 0.4434], [-1.7824, 0.9704, 1.3306], [-1.7185, 1.0146, -0.5374]], "forces_ev_per_angstrom": [[-1.2484, 3.0599, -0.3082], [-1.1551, -0.0673, -0.2706], [-1.4726, -0.6751, 2.3269], [-1.1404, -1.7951, 0.0257], [0.6876, -1.2031, -1.8562], [1.5676, -0.4523, 0.0411], [2.6543, 0.9993, 0.8794], [-0.4535, 0.3156, 0.0464], [0.4956, -1.6086, -0.1547], [0.3834, -0.1879, -0.2923], [0.3338, -1.1670, -0.4965], [-0.1723, 1.2889, -0.5119], [0.5945, 0.4349, -0.4560], [0.0694, 2.0264, -0.2467], [-0.7047, 0.0753, -0.2403], [-0.4391, -1.0441, 1.5140]]}